Record 1
Molecular formula: C26H25LiNO2
Method: DFT, wB97M-V/def2-TZVPD

XYZ file:
```
55
Properties=species:S:1:pos:R:3:forces:R:3
C -3.281 2.451 4.362 -0.2573 -0.3980 -0.6179
O -3.560 1.375 3.457 -0.4174 0.6226 0.7478
C -2.854 1.250 2.304 0.8220 -0.3025 -0.6620
C -3.148 0.097 1.532 -0.0564 0.4659 0.5273
C -2.337 -0.255 0.479 0.0581 -0.0261 0.1200
C -1.145 0.450 0.216 0.4613 -0.2638 -0.9883
C -0.125 -0.183 -0.697 -1.2626 0.5482 -0.8603
C 1.079 0.533 -0.992 1.8224 0.8198 1.9459
C 1.550 0.636 -2.412 -0.9396 -0.1716 -1.1511
N 0.500 1.069 -3.424 3.1692 -0.7755 2.3639
C 0.303 2.393 -3.639 -0.9742 2.1866 -0.7294
C -0.700 2.827 -4.492 1.6464 0.4254 1.4549
C -1.518 1.895 -5.135 -1.4960 0.2099 -1.1047
C -1.272 0.541 -4.924 0.9377 -1.0216 0.8746
C -0.250 0.145 -4.072 -1.6668 -1.4602 -1.2359
C 1.980 0.820 0.106 -2.4720 -0.3729 -1.7467
C 3.384 1.251 -0.159 0.5761 0.2488 -0.1189
O 1.595 0.666 1.308 0.1780 -0.0981 0.8194
C -1.014 1.736 0.796 -0.1765 0.0339 0.1734
C -1.848 2.138 1.855 -0.2415 -0.6605 0.1638
H -4.031 2.328 5.144 0.1847 0.1562 0.0032
H -2.271 2.381 4.794 -0.1420 -0.0361 -0.1890
H -3.412 3.429 3.876 0.0646 -0.2040 0.1258
H -3.992 -0.526 1.821 0.0803 0.2094 -0.0474
H -2.589 -1.113 -0.149 0.0603 0.1961 0.3675
H -0.612 -0.552 -1.631 0.2833 0.2624 0.8506
H 2.390 1.342 -2.502 -0.2877 -0.2108 -0.0099
H 1.904 -0.360 -2.738 -0.0360 0.1973 -0.3397
H 0.979 3.064 -3.097 -0.3984 -0.1914 -0.2821
H -0.841 3.903 -4.609 0.0927 -0.3078 -0.0553
H -2.332 2.220 -5.788 0.2517 -0.1134 0.2525
H -1.878 -0.239 -5.383 0.1795 0.1920 -0.0141
H 0.008 -0.903 -3.882 -0.1765 0.4340 -0.1630
H 3.403 2.197 -0.711 0.0887 -0.0969 0.0502
H 3.933 1.376 0.774 -0.1337 0.0181 0.0342
H 3.910 0.502 -0.761 -0.0321 0.0811 -0.0090
H -0.269 2.445 0.418 -0.0794 -0.5464 0.1726
H -1.711 3.114 2.326 0.0022 -0.2982 -0.1387
C 2.161 -3.337 -0.318 -0.4005 0.6496 -0.0344
Li 0.049 0.352 2.317 0.7144 -0.1258 -0.6811
C 1.117 -2.745 -1.030 0.3922 -0.5729 0.8381
C 0.149 -2.130 -0.124 -0.3151 -0.2959 0.3010
C 0.655 -2.445 1.223 0.0403 -0.0028 -0.5353
C 1.898 -3.163 1.097 -0.4374 0.0168 0.1645
C 2.538 -3.667 2.243 -0.2999 0.3668 -0.5810
C 1.999 -3.396 3.498 -0.0343 0.1191 -0.1307
C 0.812 -2.648 3.622 -0.4557 0.1500 -0.1470
C 0.105 -2.208 2.487 0.3493 -0.0552 0.3337
H 3.077 -3.813 -0.679 -0.4814 0.1783 -0.1634
H 1.015 -2.753 -2.110 0.0638 0.0732 0.0689
H -0.941 -2.262 -0.281 0.8442 -0.0992 -0.0009
H 3.430 -4.283 2.107 -0.1456 0.1734 0.2464
H 2.490 -3.781 4.388 -0.0805 0.1046 -0.0739
H 0.404 -2.439 4.616 0.1273 -0.1602 -0.2800
H -0.887 -1.728 2.574 0.4057 -0.2715 0.0908
```
Positions in Å, forces in eV/Å.

Results
Largest force on an atom   4.0 eV/A
Total charge   -1
Orbital gap   2.0 eV
Calculated total energy   -33153.7987 eV
HOMO level   0.0 eV

Atom charges from the Mulliken analysis, given in e for atoms 1 to 2: C -0.81; O -0.44

***

Record 2
Molecular formula: C26H25N2O6
Method: DFT, wB97M-V/def2-TZVPD

XYZ file:
```
59
Properties=species:S:1:pos:R:3:forces:R:3
O 4.831 -0.822 2.891 -0.4072 -0.1517 -0.0615
C 3.872 -1.494 2.629 0.4952 0.0774 0.1298
O 3.390 -2.489 3.394 -0.4206 0.5085 -0.0270
C 3.069 -1.286 1.374 -0.0976 -0.3544 -0.0665
C 3.697 -0.748 0.254 -0.0113 0.0941 0.2676
C 2.940 -0.537 -0.862 0.1778 0.0695 -0.0143
N 1.633 -0.853 -0.854 0.0675 0.0484 -0.0262
C 0.973 -1.354 0.207 -0.0449 0.1436 -0.0950
C -0.488 -1.595 0.011 0.0420 -0.1581 -0.0376
C -1.269 -2.219 1.173 -0.2757 0.1778 -0.2780
C -2.004 -1.185 2.024 0.1958 -0.2515 0.3972
C -1.153 -0.130 2.732 -0.4166 0.1673 -0.1086
N -0.720 0.923 1.826 0.3433 0.1628 0.0960
C -1.503 1.640 0.957 -0.0854 -0.1970 0.0237
C -0.710 2.527 0.276 -0.1433 -0.1718 0.0376
C 0.610 2.362 0.762 0.0946 0.0524 -0.1486
C 0.569 1.380 1.717 0.0557 -0.0232 -0.0615
C 1.719 -1.594 1.348 0.2339 -0.1754 0.0202
H 3.697 -2.347 4.303 0.3341 -0.2463 -0.0389
H 4.746 -0.493 0.279 0.0194 0.0147 -0.0206
H 3.352 -0.120 -1.768 -0.1335 -0.0167 -0.0997
H 1.102 -0.676 -1.699 -0.0948 0.0514 0.0268
H -0.585 -2.221 -0.881 -0.0598 -0.0672 0.0103
H -0.940 -0.631 -0.246 0.0392 0.0379 -0.0559
H -2.033 -2.850 0.718 0.0286 -0.0500 -0.0316
H -0.658 -2.900 1.769 0.1099 0.1166 0.0846
H -2.585 -1.705 2.787 0.0061 -0.0640 -0.0093
H -2.732 -0.675 1.394 -0.0585 0.0163 -0.0047
H -0.258 -0.543 3.194 0.0199 -0.1326 -0.0106
H -1.746 0.296 3.543 0.0305 0.1217 -0.0134
H -2.562 1.460 0.890 -0.0312 0.0452 0.0042
H -1.041 3.228 -0.467 0.0212 0.0387 -0.0278
H 1.479 2.913 0.444 0.0164 0.0631 0.0657
H 1.359 0.993 2.336 -0.0566 -0.0166 0.1144
H 1.258 -2.030 2.218 -0.0855 0.0059 0.0092
C -1.067 6.996 -0.082 -0.0134 0.0293 0.0142
C -1.686 8.166 -0.212 0.0142 -0.0357 0.0195
C -1.904 8.778 -1.548 -0.0040 0.0140 0.0024
O -2.466 9.843 -1.668 -0.0060 0.0025 -0.0019
C -1.406 8.032 -2.733 0.0186 -0.0358 -0.0147
C -0.788 6.861 -2.601 -0.0128 0.0182 -0.0121
C -0.571 6.254 -1.267 0.0209 0.0136 0.0188
O -0.009 5.183 -1.144 0.0300 0.0628 -0.0795
H -0.895 6.530 0.880 0.0132 -0.0191 -0.0119
H -2.057 8.726 0.637 -0.0088 0.0229 -0.0174
H -1.576 8.496 -3.696 -0.0112 0.0237 0.0122
H -0.416 6.301 -3.449 0.0101 -0.0145 0.0131
C -0.144 -6.888 -0.788 -0.0098 0.0384 0.0309
C -0.862 -5.776 -0.652 0.0249 0.0010 0.0017
C -1.308 -5.001 -1.834 -0.0775 -0.0664 -0.0497
O -1.958 -3.979 -1.709 0.1393 0.0478 0.0579
C -0.934 -5.510 -3.175 0.0128 -0.0161 -0.0174
C -0.217 -6.621 -3.315 -0.0152 0.0377 -0.0064
C 0.237 -7.400 -2.132 -0.0082 -0.0157 -0.0106
O 0.891 -8.408 -2.254 0.0223 0.0030 0.0034
H 0.193 -7.473 0.058 0.0034 -0.0268 -0.0199
H -1.156 -5.390 0.316 -0.0327 -0.0011 -0.0079
H -1.278 -4.928 -4.021 -0.0247 0.0055 0.0140
H 0.069 -7.013 -4.283 0.0061 -0.0262 0.0111
```
Positions in Å, forces in eV/Å.

Results
Largest force on an atom   0.7 eV/A
Total charge   +1
Orbital gap   6.5 eV
Calculated total energy   -42624.7974 eV
HOMO level   -11.0 eV

Atom charges from the Mulliken analysis, given in e for atoms 1 to 2: O -0.50; C 0.18

***

Record 3
Molecular formula: C26H25N3O
Method: DFT, wB97M-V/def2-TZVPD

XYZ file:
```
55
Properties=species:S:1:pos:R:3:forces:R:3
C -3.289 -1.491 -0.868 0.2791 -0.6015 -0.2650
C -2.861 -0.250 -0.210 0.3758 1.6947 -0.3616
N -3.730 0.771 0.059 0.0951 -1.1035 0.0620
C -5.164 0.718 -0.244 0.2813 -0.2711 0.0388
C -3.062 1.792 0.730 0.6268 -0.0383 0.0478
C -1.700 1.400 0.893 -0.6544 0.2278 -0.4854
C -0.871 2.319 1.528 0.5200 0.6162 0.4319
C -1.362 3.573 1.934 -0.1420 -0.2380 0.0279
C -2.699 3.949 1.713 -0.1980 -0.6689 -0.1860
C -3.574 3.030 1.116 0.7142 -0.0329 0.0428
C -1.539 0.128 0.149 -0.6081 -0.7873 0.2684
C -0.356 -0.528 -0.365 -0.9917 -0.8650 -0.8634
C 0.925 0.004 0.045 2.2868 -0.6129 0.6130
C 2.013 -0.522 0.808 -1.1633 1.8799 -1.2999
C 2.156 -1.697 1.683 -0.5650 -0.5721 0.1728
N 3.008 0.429 0.804 0.3984 0.5379 -0.1976
C 4.322 0.249 1.423 0.0218 -0.2773 0.0716
C 2.623 1.544 0.063 0.3188 -0.5771 0.0791
C 1.332 1.294 -0.446 0.4368 -0.1806 0.5914
C 0.705 2.266 -1.216 0.2510 0.4113 -0.3105
C 1.345 3.484 -1.399 0.2470 0.0679 -0.0617
C 2.647 3.726 -0.904 0.4506 -0.6138 0.4595
C 3.335 2.713 -0.207 -0.4883 0.4025 -0.3487
H -2.395 -2.130 -0.900 -0.4590 -0.0665 -0.1689
H -4.065 -2.015 -0.289 0.2047 0.1823 -0.1876
H -3.670 -1.306 -1.888 0.1137 -0.0960 0.3827
H -5.624 1.660 0.067 0.0507 -0.3193 -0.1195
H -5.318 0.563 -1.326 0.0584 0.1552 0.4643
H -5.626 -0.124 0.300 0.0926 0.4128 -0.1793
H 0.180 2.082 1.703 -0.3875 0.1055 -0.0446
H -0.707 4.284 2.451 -0.1559 -0.4217 -0.3228
H -3.069 4.935 2.007 0.2047 -0.3815 -0.0752
H -4.607 3.246 0.901 -0.1196 0.3065 0.1370
H -0.440 -1.045 -1.348 -0.0333 1.1198 0.7489
H 1.243 -2.269 1.492 0.3181 -0.2193 0.4720
H 3.029 -2.333 1.457 -0.2920 0.3795 0.0306
H 2.200 -1.363 2.740 0.0193 -0.2897 -0.4617
H 4.968 1.112 1.176 -0.4170 -0.5603 0.1748
H 4.245 0.154 2.529 0.0148 0.1356 -0.7067
H 4.789 -0.679 1.028 -0.1829 0.6226 0.2472
H -0.248 2.047 -1.683 -0.0912 0.2182 0.1033
H 0.859 4.268 -1.974 0.0287 -0.1344 0.0981
H 3.133 4.700 -1.050 -0.2695 -0.5375 -0.1035
H 4.384 2.770 0.093 -0.4341 0.4331 -0.0413
O -0.056 -2.521 -0.074 -1.3461 0.0731 1.3872
C 0.492 -3.452 -0.788 0.9207 -0.0316 -1.2925
C 1.356 -3.148 -1.911 0.0506 -1.0903 0.5597
C 2.134 -4.199 -2.435 -0.9433 -0.0283 0.5116
N 2.055 -5.477 -1.999 0.2912 0.2760 0.0516
C 1.182 -5.778 -1.018 -0.3205 1.0228 -0.5096
C 0.320 -4.839 -0.450 0.7324 0.6668 -0.2006
H 1.446 -2.125 -2.300 0.0690 -0.4408 0.3242
H 2.850 -4.000 -3.252 -0.4140 -0.1862 0.4606
H 1.155 -6.817 -0.674 0.0261 0.2909 -0.2448
H -0.394 -5.097 0.326 0.1775 0.0049 -0.0227
```
Positions in Å, forces in eV/Å.

Results
ΔE to the lowest compared entry with this formula, charge and spin   71.5 kcal/mol
Largest force on an atom   2.6 eV/A
Orbital gap   7.0 eV
Calculated total energy   -33883.5877 eV
HOMO level   -7.5 eV

Atom charges from the Mulliken analysis, given in e for atoms 1 to 2: C -1.55; C -0.29

***

Record 4
Molecular formula: C26H25N3O4
Method: DFT, wB97M-V/def2-TZVPD

XYZ file:
```
58
Properties=species:S:1:pos:R:3:forces:R:3
H 3.161 0.731 -1.992 0.1387 0.0459 0.1646
N 2.258 0.769 -1.536 0.0002 -0.2855 -0.8092
C 2.241 1.103 -0.314 0.1848 0.2731 0.5731
C 0.992 1.181 0.402 -0.4103 0.1922 0.4850
C 0.970 1.612 1.689 0.6856 -0.0665 -0.7737
N 2.100 1.897 2.401 -0.4118 0.0370 0.4704
C 3.215 1.771 1.779 -0.1400 0.1526 0.3048
N 3.372 1.434 0.484 -0.3997 -0.0925 -0.3285
C 4.701 1.314 -0.076 0.3000 -0.3321 -0.2150
C 5.173 -0.143 -0.106 0.2791 0.2622 -0.3398
C 6.508 -0.262 -0.834 -0.0049 -0.2332 0.4861
O 6.325 0.171 -2.165 -0.1001 0.1125 -0.3392
O -0.177 1.827 2.367 0.1228 -0.1293 0.0913
C -1.302 2.022 1.601 -0.4470 0.0881 -0.6595
C -2.350 2.712 2.238 -0.0166 -0.0316 0.0210
C -3.486 3.008 1.546 0.2047 -0.0384 0.1737
C -3.612 2.659 0.185 0.1882 -0.1678 -0.1704
C -4.773 2.981 -0.546 -0.1005 -0.0007 -0.1707
C -4.896 2.636 -1.862 -0.1578 0.1300 0.1811
C -3.851 1.954 -2.503 0.1997 -0.1115 -0.0426
C -2.713 1.624 -1.822 -0.0232 -0.0249 -0.1620
C -2.553 1.959 -0.458 -0.2818 0.2678 0.2297
C -1.396 1.613 0.288 0.3695 0.0791 0.4105
C -0.285 0.752 -0.263 0.1009 0.0449 0.0529
C -0.579 -0.721 0.004 0.2085 -0.1675 0.0028
C 0.416 -1.605 0.371 -0.1010 0.1904 -0.0879
C 0.130 -2.945 0.599 -0.1301 -0.2913 0.0353
C -1.158 -3.428 0.468 -0.1396 -0.0574 -0.0246
O -1.543 -4.721 0.672 -0.1832 0.3756 -0.1077
C -0.562 -5.653 1.043 0.1619 -0.1212 0.0578
C -2.183 -2.533 0.093 -0.0621 -0.1816 0.0032
O -3.430 -3.073 -0.021 0.4489 -0.1606 0.1268
C -4.490 -2.228 -0.389 -0.1786 0.1786 -0.0669
C -1.879 -1.203 -0.131 -0.1720 -0.2225 -0.0198
H 4.120 1.971 2.339 0.1813 -0.0078 -0.1028
H 4.701 1.710 -1.096 0.0072 0.0818 0.2067
H 5.386 1.918 0.524 -0.0839 0.0174 -0.0657
H 5.277 -0.525 0.912 -0.0163 -0.0228 0.0193
H 4.434 -0.750 -0.632 -0.0321 -0.0519 0.0608
H 7.265 0.359 -0.331 -0.0442 -0.0955 -0.0039
H 6.844 -1.307 -0.809 -0.0025 0.1336 0.0489
H 7.140 0.039 -2.659 -0.0540 0.0151 0.0299
H -2.220 2.989 3.272 -0.0160 0.0575 0.1248
H -4.302 3.526 2.029 -0.0597 0.0655 0.0659
H -5.568 3.511 -0.040 -0.0881 0.0500 0.0390
H -5.789 2.886 -2.415 -0.0800 0.0362 -0.0132
H -3.952 1.690 -3.546 0.0324 -0.0344 -0.0778
H -1.924 1.096 -2.334 0.0680 -0.0686 -0.0533
H -0.151 0.883 -1.341 -0.0541 0.0820 0.1218
H 1.435 -1.268 0.479 0.0959 0.0310 0.0190
H 0.935 -3.604 0.883 0.0326 -0.1149 0.0341
H -1.083 -6.604 1.147 0.0804 0.0385 0.0064
H -0.095 -5.391 1.999 -0.0063 -0.0008 -0.0469
H 0.215 -5.750 0.277 -0.0206 0.0149 0.0369
H -5.375 -2.862 -0.414 0.0267 0.0852 -0.0122
H -4.641 -1.425 0.341 0.0203 -0.0195 -0.0340
H -4.333 -1.787 -1.379 0.0080 0.0010 0.0421
H -2.664 -0.522 -0.414 -0.1281 -0.0076 0.0015
```
Positions in Å, forces in eV/Å.

Results
ΔE to the lowest compared entry with this formula, charge and spin   52.2 kcal/mol
Largest force on an atom   1.0 eV/A
Orbital gap   8.2 eV
Calculated total energy   -40027.7142 eV
HOMO level   -7.6 eV

Atom charges from the Mulliken analysis, given in e for atoms 1 to 2: H 0.24; N -0.78

***

> What is the orbital gap in the third record?

7.0 eV

***

> Among the records above, which one has the highest HOMO level?

C26H25LiNO2